Below is the ion C7H12N2O3S with charge -2, with properties calculated with ωB97M-V with the def2-TZVPD basis set.

Positions of all 25 atoms, in Å:
1 O 3.22745 -1.47938 0.04306
2 H -1.62776 0.64015 -0.83373
3 H -0.68944 -1.79777 -0.28561
4 C 4.18862 -0.80039 0.55794
5 N 2.93924 0.70257 -2.15234
6 N 4.29683 0.55262 0.33829
7 H -2.86113 -0.30960 2.25664
8 C -1.36028 0.70864 1.21423
9 H 0.52134 -1.35071 1.10596
10 H -0.77070 2.12005 -0.42424
11 C 0.33114 -1.24535 -0.02603
12 H -3.05496 -0.22975 0.43402
13 H 1.16145 1.63823 0.86823
14 C 1.54574 0.85370 0.31770
15 O 3.21372 2.72108 -0.73168
16 H 0.84427 0.28826 -1.60131
17 H 0.98230 -1.81444 -0.65931
18 H -0.70666 1.09087 2.00406
19 C -0.86703 0.99032 -0.17871
20 C 0.46795 0.18845 -0.42755
21 H 2.91647 -0.28033 -1.99896
22 O 5.01592 -1.27689 1.40704
23 H 2.00804 0.21850 1.02601
24 S 3.08214 1.19094 -0.70335
25 C -2.56639 0.14199 1.33366

Computed properties:
Total charge: -2
SMILES string: C=CC[C@H](C)C[S@@](=N)([O-])=NC(=O)[O-]
HOMO, eV: 0.0
Energy relative to the best compared isomer or geometry (same formula, charge and spin), eV: 0.0000
Lowest unoccupied orbital energy, eV: 5.27
E, eV: -27407.5602

These are the natural (NBO) partial charges, in e, on atoms 1 to 6:
1. O -0.907
2. H 0.180
3. H 0.151
4. C 0.809
5. N -1.212
6. N -0.945